Entry 1:
Formula: C18H12AsLuN4O15S
Source: the OMol25 dataset
Level of theory: ωB97M-V/def2-TZVPD

Structure (XYZ):
```
52
Properties=species:S:1:pos:R:3:lowdin_charge:R:1
Lu -0.40854 -0.25011 -0.53509 1.768
O 1.44617 1.60766 1.17638 -0.274
As 2.58706 0.61254 0.26791 0.904
O 3.98867 1.37547 -0.05647 -0.477
O 1.64737 0.02881 -1.04927 -0.576
C 2.86617 -0.53833 1.82070 -0.218
C 4.16774 -0.47606 2.28684 -0.092
C 4.50278 -1.01769 3.53001 -0.092
C 3.53592 -1.59776 4.31805 -0.095
C 2.22087 -1.68356 3.86000 -0.066
C 1.88984 -1.16130 2.62620 -0.247
S 0.29848 -1.59043 1.95036 0.500
O 0.72828 -2.03519 0.61103 -0.397
O -0.31202 -2.54980 2.81827 -0.283
O -0.49248 -0.35557 1.69708 -0.417
H 1.29798 2.44095 0.69628 0.003
H 4.90071 0.04013 1.67890 0.089
H 5.52704 -0.96941 3.88094 0.094
H 3.79865 -2.00850 5.28586 0.094
H 1.45826 -2.18242 4.44114 0.104
O -4.25410 0.76441 -1.31997 0.034
C -3.08954 1.12772 -1.40671 -0.614
O -2.08388 0.41690 -1.77426 -0.174
C -2.73605 2.57272 -1.12483 -0.036
C -3.72972 3.50362 -1.26652 0.055
C -3.45201 4.86654 -1.13916 -0.157
C -2.18062 5.31077 -0.87298 0.050
C -1.18121 4.37598 -0.68883 -0.044
C -1.38124 2.95268 -0.76831 -0.265
O -0.46136 2.11032 -0.56939 -0.130
N 0.13636 4.97470 -0.41043 -0.336
O 0.32841 6.11170 -0.81361 0.036
O 0.97719 4.34730 0.20209 0.075
N -4.51978 5.85005 -1.30406 -0.371
O -4.24241 7.03578 -1.18457 0.025
O -5.64124 5.44308 -1.56343 0.039
H -4.72593 3.15332 -1.49523 0.125
H -1.95952 6.36469 -0.80231 0.122
C 1.33857 -5.33858 -2.46059 -0.047
N 0.27050 -4.47482 -2.00588 -0.065
C -0.64725 -4.95712 -1.11762 -0.083
C -1.56389 -4.17254 -0.54594 0.007
C -1.45772 -2.75002 -0.80969 -0.544
O -2.03703 -1.89015 -0.10789 -0.096
N -0.64286 -2.29060 -1.79536 0.076
C 0.26487 -3.11904 -2.40192 -0.509
O 1.03908 -2.75890 -3.27281 0.030
H 0.92961 -6.27746 -2.84199 0.080
H 2.03631 -5.55550 -1.64765 0.089
H 1.86646 -4.82355 -3.25777 0.078
H -0.57590 -6.01968 -0.91352 0.118
H -2.27305 -4.54371 0.17603 0.107
```

charge	-2
energy relative to the best compared isomer or geometry (same formula, charge and spin)	0.000	eV
gap between HOMO and LUMO	7.817	eV
LUMO	4.287	eV
maximum force	1.68	eV/A
highest occupied orbital energy	-3.530	eV

=====

Entry 2:
Formula: C18H12Cl2N2O4
Source: the OMol25 dataset
Level of theory: ωB97M-V/def2-TZVPD

Structure (XYZ):
```
38
Properties=species:S:1:pos:R:3:lowdin_charge:R:1
O 3.84857 -1.82255 -0.16948 0.064
C 3.73901 -0.62311 0.02804 -0.428
N 2.53335 -0.09155 0.36076 0.099
N 1.41892 -0.92347 0.37466 0.103
C 0.18478 -0.36511 0.25492 -0.409
O 0.03715 0.84566 0.25747 0.081
C -0.90920 -1.33370 0.17956 -0.167
C -0.96234 -2.70535 0.14289 0.015
C -2.32192 -3.05716 0.05951 0.027
C -3.01141 -1.86774 0.04949 -0.293
O -2.17459 -0.83095 0.12040 0.122
O -4.33870 -1.74425 -0.01712 0.116
C -5.04101 -0.56873 -0.03693 -0.207
C -6.42516 -0.74716 -0.08135 -0.026
C -7.25377 0.35734 -0.10816 -0.669
C -6.73879 1.64559 -0.09220 -0.135
C -5.36348 1.79788 -0.04879 -0.658
C -4.49982 0.71098 -0.02066 -0.020
H -3.43786 0.88387 0.01350 0.110
Cl -4.69625 3.38370 -0.02901 0.708
H -7.39029 2.50315 -0.11298 0.104
Cl -8.95939 0.13181 -0.16187 0.697
H -6.82475 -1.74753 -0.09387 0.121
H -2.74662 -4.03686 0.01250 0.116
H -0.13754 -3.38722 0.17291 0.117
H 1.66206 -1.89122 0.19976 0.142
H 2.28096 0.88911 0.32815 0.142
C 4.86476 0.33847 -0.03864 -0.140
C 5.98260 -0.03146 -0.78292 -0.016
C 7.06708 0.81872 -0.88557 -0.071
C 7.04931 2.04228 -0.23632 -0.080
C 5.94787 2.40861 0.52080 -0.077
C 4.85680 1.56478 0.62188 -0.031
H 4.01751 1.85403 1.23646 0.111
H 5.94050 3.35671 1.03779 0.105
H 7.89582 2.70831 -0.31310 0.104
H 7.92762 0.52706 -1.46872 0.105
H 5.97823 -0.99292 -1.27375 0.118
```

gap between HOMO and LUMO	8.723	eV
LUMO	0.289	eV
maximum force	1.26	eV/A
highest occupied orbital energy	-8.434	eV
SMILES	O=C(NNC(=O)c1ccc(Oc2cc(Cl)cc(Cl)c2)o1)c1ccccc1

=====

Entry 3:
Formula: C18H12HfN3Se4
Source: the OMol25 dataset
Level of theory: ωB97M-V/def2-TZVPD

Structure (XYZ):
```
38
Properties=species:S:1:pos:R:3:lowdin_charge:R:1
Hf 0.72420 1.22418 -1.12899 0.853
C -1.38636 -1.02377 -4.44542 -0.013
C -0.79090 -0.02697 -3.67285 -0.121
N -0.48500 -0.18660 -2.39205 -0.045
C -0.81545 -1.36965 -1.77393 -0.149
C -1.41372 -2.41936 -2.48352 -0.143
C -1.67948 -2.22186 -3.85164 0.036
C -1.80240 -3.59659 -1.79361 -0.023
C -1.64486 -3.64448 -0.44428 -0.045
C -1.04350 -2.57867 0.27050 0.007
C -0.55182 -1.47157 -0.37392 -0.204
N 0.07625 -0.34451 0.17855 -0.092
C 0.39257 -0.17650 1.53573 -0.214
C 0.54926 -1.12209 2.52135 0.003
C 0.78385 -0.75357 3.86905 -0.045
C 0.87950 0.54762 4.24801 -0.022
C 0.81563 1.55468 3.25412 -0.141
C 0.97468 2.92525 3.53914 0.036
C 0.95509 3.84872 2.53028 -0.014
C 0.79980 3.39918 1.21741 -0.126
N 0.63335 2.11888 0.91475 -0.058
C 0.60548 1.18441 1.91924 -0.153
H -1.60448 -0.83204 -5.48529 0.121
H -0.55266 0.93450 -4.10489 0.056
H -2.13862 -3.02262 -4.41837 0.133
H -2.25715 -4.41043 -2.34159 0.121
H -1.98635 -4.50580 0.11357 0.117
H -1.01630 -2.66145 1.34054 0.095
H 0.56665 -2.17182 2.28569 0.105
H 0.88145 -1.54108 4.60394 0.117
H 1.03699 0.82666 5.28098 0.122
H 1.11937 3.23382 4.56733 0.133
H 1.07284 4.90514 2.71999 0.120
H 0.81561 4.08557 0.38119 0.068
Se -0.36163 3.41376 -2.21119 0.099
Se 1.52814 2.73695 -3.43297 0.075
Se 3.12539 2.72455 -1.67874 0.074
Se 3.19461 0.41757 -1.25815 0.118
```

charge	+1
energy relative to the best compared isomer or geometry (same formula, charge and spin)	0.000	eV
gap between HOMO and LUMO	6.808	eV
LUMO	-3.900	eV
maximum force	0.47	eV/A
highest occupied orbital energy	-10.708	eV

=====

Entry 4:
Formula: C18H13BrF3N2O4S
Source: the OMol25 dataset
Level of theory: ωB97M-V/def2-TZVPD

Structure (XYZ):
```
42
Properties=species:S:1:pos:R:3:lowdin_charge:R:1
C 4.53415 -2.33866 3.26090 -0.077
C 4.73290 -1.94940 1.82228 -0.222
O 3.89654 -0.77793 1.57006 -0.015
C 4.02876 -0.38161 0.28439 -0.469
O 4.75965 -0.95950 -0.50450 0.084
N 3.22907 0.72502 0.04626 0.086
C 3.03805 1.23497 -1.24449 -0.134
C 3.86796 1.04632 -2.34934 -0.005
C 3.70272 1.94376 -3.43411 -0.101
C 2.74851 2.96163 -3.38218 -0.154
C 1.95458 3.16768 -2.25174 -0.619
Br 0.68947 4.56295 -2.19728 0.791
C 2.14781 2.33105 -1.14639 -0.131
C 1.79380 2.43951 0.25804 -0.173
N 1.01518 3.54623 0.77333 -0.357
O 1.61867 4.46389 1.36250 0.042
O -0.23171 3.54235 0.55955 -0.034
C 2.54407 1.53672 1.00418 -0.264
H 5.18248 -3.19421 3.50391 0.076
H 4.81944 -1.51519 3.94025 0.087
H 3.49096 -2.64952 3.45735 0.079
H 5.77717 -1.68480 1.60754 0.124
H 4.47031 -2.76135 1.12791 0.127
H 4.62678 0.26255 -2.39697 0.098
H 4.29433 1.83709 -4.33528 0.087
H 2.62748 3.62669 -4.21482 0.081
H 3.11035 1.55946 1.98248 0.026
F -3.41692 1.84073 1.21817 0.117
C -3.22368 0.53932 0.84958 -0.508
F -4.23323 -0.20587 1.41324 0.090
F -3.36374 0.46744 -0.51458 0.109
C -1.90786 -0.03768 1.31685 -0.136
C -1.75020 -1.43698 1.40075 -0.042
C -0.50369 -1.95528 1.81175 -0.088
C 0.54974 -1.10975 2.14216 -0.106
C 0.31625 0.27019 2.20937 -0.638
S 1.45878 1.36172 2.83558 0.839
C -0.91832 0.80289 1.78548 -0.047
H -2.52245 -2.09459 1.00531 0.106
H -0.33651 -3.03780 1.79994 0.096
H 1.60701 -1.40536 2.26168 0.087
H -1.00335 1.88869 1.73982 0.089
```

charge	-1
gap between HOMO and LUMO	5.879	eV
LUMO	2.732	eV
maximum force	3.47	eV/A
highest occupied orbital energy	-3.147	eV
SMILES	CCOC(=O)N1c2cccc(Br)c2C(=[N+]([O-])[O-])[C@H]1Sc1cccc(C(F)(F)F)c1

=====

Entry 5:
Formula: C18H13N3O7Rh
Source: the OMol25 dataset
Level of theory: ωB97M-V/def2-TZVPD

Structure (XYZ):
```
42
Properties=species:S:1:pos:R:3:lowdin_charge:R:1
Rh 0.61045 -0.08238 0.24846 1.314
O -0.47611 -3.81058 -0.91209 0.224
C -0.07896 -2.70000 -0.36992 -0.427
O -0.10460 -1.61602 -0.95261 0.044
C 0.47988 -2.81510 1.02993 -0.032
O 0.38251 -1.53923 1.68419 -0.240
C -0.87279 -1.28272 2.40611 -0.019
C -1.85031 -0.47276 1.54419 -0.595
O -3.03239 -0.61426 1.69646 0.132
O -1.27909 0.39385 0.73842 -0.147
H -0.78358 -3.65754 -1.82377 0.174
H -0.01767 -3.58372 1.61718 0.156
H 1.54629 -3.04625 0.93821 0.150
H -1.28590 -2.22923 2.74253 0.141
H -0.57688 -0.68673 3.26852 0.146
O 1.17837 1.11285 -1.35663 0.003
C 2.24954 0.45439 -1.50202 -0.381
N 2.44226 -0.46917 -0.55623 0.014
C 3.51147 -1.30356 -0.87700 -0.382
O 3.81077 -2.31177 -0.29531 0.129
C 4.12650 -0.67566 -2.10460 -0.077
C 5.24819 -1.02832 -2.81471 0.021
C 5.56673 -0.25448 -3.93445 -0.034
C 4.78182 0.82459 -4.31740 -0.040
C 3.63923 1.17913 -3.59835 0.022
C 3.33696 0.41457 -2.49358 -0.084
H 5.85871 -1.87109 -2.52066 0.130
H 6.44298 -0.50413 -4.51734 0.117
H 5.05834 1.40006 -5.19014 0.116
H 3.02516 2.01640 -3.89985 0.129
N -0.61300 5.46780 2.99111 0.203
C 0.08948 4.58669 2.77590 -0.155
C 0.96849 3.48301 2.50858 -0.170
C 2.27040 3.46316 2.99691 0.033
C 3.07151 2.37408 2.70192 -0.005
C 2.55610 1.34913 1.93517 -0.068
N 1.29687 1.37632 1.47020 -0.044
C 0.50837 2.42072 1.74423 -0.017
H 2.63937 4.28570 3.59405 0.140
H 4.08818 2.31050 3.06050 0.126
H 3.13851 0.47532 1.68471 0.120
H -0.49533 2.39229 1.34204 0.134
```

charge	+1
energy relative to the best compared isomer or geometry (same formula, charge and spin)	0.000	eV
gap between HOMO and LUMO	8.854	eV
LUMO	-3.899	eV
maximum force	0.52	eV/A
highest occupied orbital energy	-12.753	eV